# 1
154
Properties=species:S:1:pos:R:3:forces:R:3:mulliken_spin:R:1 method="wB97M-V/def2-TZVPD" charge=+5 homo_lumo_gap_ev="5.198 / 1.432" multiplicity=2 homo_ha="-0.6565 / -0.6565"
C 3.83684 -15.54848 16.25766 1.130 0.772 -2.336 -0.001
H -3.83537 -13.43914 14.31050 0.211 -0.362 0.117 0.002
C 3.49558 -15.28647 12.36357 -0.210 -0.126 -0.384 0.000
C 4.41880 -14.55573 13.27909 0.008 2.171 3.486 0.000
H 8.73878 -5.72505 11.61147 -1.551 0.139 0.319 0.000
C 3.18977 -15.20561 6.12916 -1.315 0.980 -0.727 0.000
H 1.60736 -6.43669 5.20584 0.462 -0.130 0.152 0.000
H 2.08340 -16.22519 4.55443 0.387 -0.212 -0.111 0.000
H 5.71929 -6.76242 9.60485 -0.683 -0.665 1.176 0.000
C 9.29149 -9.87009 9.52231 -0.803 0.815 1.480 0.000
C 6.98855 -11.11127 9.93907 1.405 -0.295 -0.408 0.000
H -1.56079 -7.86004 5.59516 -0.391 -0.794 -0.912 0.000
H 5.52784 -17.41175 17.06249 0.147 0.227 -0.110 0.000
H 7.00834 -5.79396 9.80751 0.717 -0.117 0.562 0.000
O 7.38839 -9.74309 12.29681 -0.316 5.153 -8.272 0.000
H -0.55258 -5.64069 4.02668 -0.470 -0.445 -0.116 0.000
C -4.09548 -10.82096 13.42809 0.777 -0.387 0.163 0.005
H 2.25527 -14.09260 16.09304 0.024 0.057 0.096 0.000
C -0.80783 -5.60920 6.22818 0.901 -0.865 -0.779 0.000
H 6.36700 -7.55306 13.12914 -0.238 -0.391 0.014 0.000
C -0.19763 -7.55688 7.88586 -1.668 1.729 -0.156 0.000
H -1.97632 -9.11915 12.41475 -0.104 0.250 0.433 0.000
C 3.05979 -12.50599 5.83126 -1.918 -2.022 -0.052 0.000
C 0.29367 -6.65752 9.10194 0.134 -0.651 -1.245 0.000
H -6.53898 -12.60195 15.84426 0.029 0.266 0.415 0.048
C 5.39508 -13.79586 5.83008 -0.219 -0.812 0.812 0.000
C 2.52004 -13.95120 5.44841 -0.005 0.230 0.065 0.000
C 7.16746 -7.50808 11.13187 -0.412 1.286 1.107 0.000
H 1.55266 -5.96864 6.91934 1.481 0.223 -0.228 0.000
C 1.52323 -6.80966 6.22658 -1.843 1.313 1.112 0.000
H 3.05894 -14.45194 11.81495 0.181 -0.173 -0.741 -0.001
H 9.30697 -6.96364 10.70045 -0.311 -0.425 -0.534 0.000
C 5.92955 -16.94195 16.16471 -0.204 -0.829 -2.686 -0.001
H 6.86731 -6.94232 7.74812 0.115 -0.560 -0.272 0.000
H -7.02484 -13.95307 14.80527 0.063 0.109 -0.677 0.012
H 5.72541 -13.80343 11.70274 0.390 -0.223 0.191 -0.001
C -2.03517 -14.12341 13.25262 -0.157 0.257 1.009 0.003
As 2.73127 -11.08754 10.12553 0.239 -0.022 1.359 0.000
C -1.68545 -11.25357 12.88372 0.956 1.854 -0.503 0.001
H -0.29812 -7.87517 4.31394 0.399 0.526 0.418 0.000
H 6.02081 -9.24283 8.63672 -0.055 -0.210 -0.271 0.000
H -2.57048 -10.30935 15.37801 -0.069 -0.240 0.639 -0.001
C 2.57890 -16.47799 5.49180 -0.788 -0.538 0.718 0.000
H 0.02367 -5.60688 9.20830 -0.431 0.068 -1.031 0.000
F 1.67756 -12.03756 11.26387 0.985 1.257 -0.717 0.000
H -2.45550 -15.09484 12.99235 -0.203 0.171 -0.280 0.000
H 2.57080 -14.02499 4.36210 0.296 -0.392 -0.036 0.000
N 7.36391 -8.98712 11.03670 2.194 -3.892 6.918 0.000
H 0.10847 -8.60089 7.95250 0.872 0.357 -0.262 0.000
C -2.43963 -11.38744 15.28465 -0.834 -0.449 -1.499 0.002
O 6.39755 -16.08721 13.44015 -7.325 3.399 4.766 0.023
H 6.67738 -12.68672 4.46225 -0.586 0.455 0.071 0.000
C -3.18057 -13.13496 13.49391 -0.161 0.226 -0.278 0.006
H -1.01319 -9.46668 13.93582 -0.139 0.432 -0.113 0.000
H 2.83405 -11.84078 4.99782 0.669 -0.152 -0.252 0.000
H 8.36163 -7.26301 8.63950 0.314 -0.336 -0.893 0.000
H 6.14539 -14.58720 7.90460 -0.733 0.156 -0.294 0.000
C 0.79828 -3.49598 3.67543 1.009 1.268 -1.108 0.000
C 3.52037 -13.78721 14.37153 0.881 -0.538 1.232 0.000
H -1.31555 -13.80949 12.49652 -0.227 -0.059 0.044 0.002
H 6.20531 -13.25288 13.36265 0.066 -0.477 0.007 0.000
H 2.98246 -17.44449 14.16635 0.192 0.860 -0.142 0.000
H 6.56505 -14.29312 4.00742 0.030 -0.504 0.452 0.000
H 3.39330 -16.17135 17.03445 -0.007 -0.122 -0.350 0.000
C 7.30358 -7.51471 8.56674 1.158 -0.173 1.330 0.000
H 2.63314 -15.73172 12.85961 0.371 -0.211 0.194 0.000
H -0.32826 -9.58093 12.32880 0.116 -0.613 -0.020 0.000
H -1.40281 -11.65915 15.48285 -0.154 -0.124 -0.277 0.000
H 5.18254 -13.41384 3.65088 -0.230 0.709 0.359 0.000
H 9.06446 -7.32208 12.31538 -0.354 0.158 0.416 0.000
C 2.90149 -15.13629 7.70976 1.586 0.243 0.036 0.000
H -3.81698 -13.05940 12.61223 0.190 -0.133 -0.116 0.004
H 1.18876 -4.07261 2.83690 0.058 -0.535 0.021 0.000
C -6.85558 -12.87680 14.83812 0.674 -1.067 0.688 0.042
H -0.09677 -3.00161 3.29780 0.057 0.523 0.187 0.000
H 1.86883 -14.92277 7.98567 -0.174 -0.401 -0.798 0.000
H 3.43688 -14.34186 8.22968 0.240 0.368 -0.434 0.000
C -5.38525 -11.08012 14.23717 1.815 0.164 -1.129 0.034
H -5.21668 -10.81133 15.27997 -0.385 -0.929 0.452 0.005
C 8.57808 -6.79666 11.49351 1.214 -2.081 0.212 0.000
F 3.77643 -10.21387 9.01489 -0.747 -0.622 -0.039 0.000
H -1.48008 -4.27830 4.63374 -0.246 0.089 0.171 0.000
O -5.86537 -12.44059 13.94264 -0.782 1.377 1.179 0.710
H -1.27508 -7.67172 8.00424 -0.268 0.342 -0.256 0.000
C 3.90103 -17.63462 14.72149 -0.998 -0.605 -0.010 -0.003
C -0.50719 -8.02885 5.37260 -1.542 0.866 2.200 0.000
C 6.02459 -7.28586 12.12941 0.860 0.621 1.610 0.000
H -6.14210 -10.36501 13.91483 -0.444 -0.098 -0.418 0.033
H -3.12220 -12.03373 15.83646 0.177 0.528 0.591 0.001
C 5.38331 -13.51618 12.69700 -0.058 -0.180 -0.821 0.002
C 5.94822 -13.49594 4.42230 0.961 -1.287 -0.122 0.000
C 2.40854 -7.99073 6.61025 -0.175 0.790 -0.501 0.000
H -1.85837 -5.87370 6.34855 0.098 -0.066 0.154 0.000
O 5.25397 -16.38859 5.99882 -3.145 8.584 -1.902 0.000
H 3.28199 -16.01862 8.22437 -0.314 -0.415 -0.397 0.000
H 5.85385 -6.21522 12.24193 0.003 0.098 -0.465 0.000
H 2.15726 -15.38744 14.94650 -0.171 -0.069 -0.052 0.000
H -3.75031 -9.79326 13.54120 -0.479 0.104 0.273 0.003
H 2.42846 -12.10488 6.62412 0.302 -0.090 0.255 0.000
C 7.75383 -9.75742 9.82269 -2.230 -0.186 -1.366 0.000
H 5.02439 -11.76161 5.96328 0.237 0.085 0.271 0.000
H 6.35610 -17.68184 15.48742 0.378 -0.604 0.668 0.000
N 5.26324 -15.60709 14.10916 5.299 -3.752 -5.153 -0.018
H -0.20516 -7.06363 9.98191 0.662 -0.525 0.101 0.000
H 4.03558 -16.02863 11.77560 -0.270 0.193 -0.369 0.000
N -2.85039 -11.66517 13.81755 0.974 0.247 -0.885 -0.005
H 5.07178 -7.76181 11.89763 0.316 -0.230 -0.295 0.000
H 7.39774 -11.74521 10.72570 -0.146 0.062 -0.005 0.000
C 4.48083 -12.64471 6.29911 0.457 0.652 0.136 0.000
H 1.47147 -14.15580 5.66461 -0.159 0.615 0.105 0.000
C -1.23647 -9.75013 12.90728 -1.006 -0.659 0.301 0.001
C 7.09488 -9.06899 8.57155 -0.165 2.077 0.678 0.000
H 4.50017 -12.64540 7.38894 -0.065 0.061 -0.009 0.000
N -0.00981 -6.97759 6.41654 1.124 -1.687 -0.487 0.000
H 1.80326 -16.89585 6.13358 -0.411 0.655 0.234 0.000
H 7.30992 -14.52626 6.61740 0.063 0.034 0.023 0.000
H 1.59866 -2.85064 4.03738 -0.229 0.710 -0.902 0.000
H 7.51595 -9.52452 7.67529 -0.094 -0.050 0.116 0.000
C 6.43760 -14.01474 7.02425 0.781 0.170 -1.740 0.000
H 2.28127 -8.77358 5.86257 0.191 -0.269 0.304 0.000
C 4.73056 -16.43980 15.24993 0.346 0.735 2.773 0.001
H -0.26536 -9.04244 5.69236 0.338 0.242 0.023 0.000
F 1.78164 -11.78284 8.81111 0.813 0.589 0.770 0.000
H 2.33222 -8.33915 7.64024 -0.422 -0.119 -0.165 0.000
H 9.45366 -10.43790 8.60611 -0.207 -0.440 0.443 0.000
N 4.61674 -15.11442 5.80332 3.355 -7.782 3.640 0.000
H 6.73554 -13.00970 7.32296 0.036 -0.081 0.020 0.000
F 1.61763 -9.64039 10.25448 1.183 -1.850 -0.176 0.000
H 4.34398 -18.45420 14.15565 0.927 0.421 0.124 0.000
H -1.53558 -14.32131 14.20096 0.344 0.153 -0.033 0.000
H -4.25993 -10.96064 12.35965 -0.003 -0.221 0.055 -0.002
C 6.77454 -6.85725 9.86095 -1.397 -0.019 -3.621 0.000
H 4.52735 -14.84904 16.72890 0.121 -0.142 0.264 0.000
H 4.88652 -12.56382 12.51175 -0.548 -0.174 0.166 -0.001
H 5.90124 -11.04425 9.97595 0.210 0.402 0.333 0.000
H 3.42342 -7.59761 6.55046 0.115 -0.117 -0.316 0.000
H 2.86497 -13.00884 13.98082 -0.749 -0.947 -1.120 -0.001
O 0.55994 -4.19390 4.82231 -0.293 -1.365 2.331 0.000
H -0.75205 -11.75010 13.14891 -0.612 -0.772 0.208 0.000
H 3.17162 -17.39171 5.44843 0.716 0.619 -0.491 0.000
C 2.86272 -14.71832 15.43915 -0.783 0.394 -0.622 0.000
H -0.46742 -4.97161 7.04409 -0.073 0.055 -0.185 0.000
H 3.47265 -18.09776 15.61036 0.400 -0.047 0.340 0.000
H 1.38365 -6.65293 9.10728 -0.065 -0.385 0.658 0.000
H 9.68676 -8.87669 9.31015 0.037 -0.009 0.219 0.000
H 4.07581 -13.02251 14.91450 1.208 -0.524 0.330 0.000
H 7.23051 -11.57046 8.98058 -0.036 -0.319 0.023 0.000
F 3.80393 -10.40330 11.39415 -1.437 -0.528 -0.477 0.000
C -0.61825 -4.91409 4.83652 0.224 -1.048 0.723 0.000
H -1.94692 -11.46366 11.84662 -0.238 -0.529 0.207 0.000
F 3.87813 -12.50444 10.19312 -1.240 1.122 -0.712 0.000
H 6.76458 -16.25685 16.31122 -0.581 0.470 0.351 0.000
H -7.79148 -12.32999 14.72326 -0.516 0.495 -0.450 0.094
H 9.71475 -10.24857 10.45274 0.620 -0.340 -0.483 0.000

# 2
19
Properties=species:S:1:pos:R:3:forces:R:3:mulliken_charge:R:1 method="wB97M-V/def2-TZVPD" charge=+1 homo_lumo_gap_ev=8.463 multiplicity=1 homo_ha=-0.5105
N 0.93563 0.50880 -0.35856 0.017 2.611 -1.698 -0.045
C 2.41914 -1.29670 -0.04590 -1.930 -1.919 0.122 -0.974
H -0.10170 -0.30792 1.70352 0.496 -0.753 0.111 0.354
H -0.99650 -1.92807 -0.53581 -0.048 -0.001 0.580 0.297
H -3.06206 3.37502 -0.86078 -2.919 -0.236 0.527 0.289
H 3.24315 -0.91094 -0.67747 -0.880 -0.107 0.424 0.324
H -1.94570 4.09962 -1.39549 0.247 -1.449 0.770 0.326
C -1.01183 -1.93988 0.57154 1.199 -2.095 0.451 -0.929
H 0.89658 -1.88555 1.77300 -1.150 0.536 0.182 0.357
H -1.82195 -1.34477 0.93123 -1.162 -0.474 0.120 0.299
H 0.12508 2.40230 -0.52953 0.216 -0.897 -0.674 0.263
H -0.99592 -3.08339 0.89897 -0.522 2.630 -0.600 0.309
H -1.04267 1.06549 -0.90766 -1.017 -0.760 0.944 0.390
C 0.24031 -1.21849 1.16648 -1.107 -1.551 0.527 -0.503
C 1.14159 -0.82310 0.12962 4.441 1.628 -1.406 0.611
C -0.06247 1.30781 -0.57104 0.073 0.460 -0.014 -0.308
H 1.69559 1.09444 -0.75712 0.841 -1.184 1.457 0.303
O -2.15264 3.24894 -0.90572 2.677 1.703 -1.325 -0.601
H 2.49636 -2.36361 0.37072 0.527 1.858 -0.498 0.239